Below is a 16-piece molecular cluster, C101H136B7F28N16O2 overall, with properties calculated with ωB97M-V with the def2-TZVPD basis set.

Geometry as XYZ:
```
290
Properties=species:S:1:pos:R:3:forces:R:3
C -0.94883 3.34896 3.03281 0.042 -0.457 -0.107
N 0.20295 2.42799 3.20093 0.286 -0.679 0.237
C 0.76431 1.82115 2.12957 0.007 0.161 0.204
C 1.91782 1.07432 2.28801 0.535 0.252 -0.206
C 2.50278 0.96633 3.55693 1.485 -0.735 -1.811
C 1.85813 1.48720 4.63035 -0.931 0.038 1.389
C 0.72172 2.21036 4.44866 -1.173 0.489 -0.873
C 3.88278 0.36756 3.73143 -2.090 -0.870 -1.757
C 4.29687 -0.70901 2.88467 0.074 1.708 1.423
C 5.53451 -1.23340 3.11698 -0.669 -0.428 -1.264
N 6.35065 -0.69813 4.02696 1.096 -0.659 0.672
C 6.00505 0.32057 4.80257 -2.565 0.424 -1.441
C 4.69637 0.89085 4.67258 3.238 0.255 1.527
C 7.70483 -1.33395 4.22075 -0.579 0.622 -0.018
H -0.52181 4.35101 2.98655 -0.481 0.025 -0.083
H -1.60518 3.20173 3.87051 -0.042 0.346 0.677
H -1.58953 3.05139 2.19628 0.641 0.170 -0.259
H 0.33167 1.97119 1.13345 0.064 0.083 0.592
H 2.43965 0.73871 1.37386 -0.427 0.015 0.705
H 2.11045 1.26315 5.65517 0.442 0.223 0.189
H 0.17415 2.61353 5.29130 -0.031 0.184 -0.184
H 3.69531 -1.02812 2.06129 -0.026 -0.294 -0.147
H 5.86804 -2.06216 2.50023 0.306 0.053 0.261
H 6.76070 0.72644 5.39958 0.857 0.515 1.051
H 4.52959 1.79802 5.28064 -0.333 -0.714 -0.455
H 7.54398 -2.36483 4.50495 0.079 -0.165 0.084
H 8.17273 -0.76230 5.01690 0.354 -0.258 -0.116
H 8.25531 -1.27399 3.28682 0.086 0.051 0.042
C 7.52254 -0.79486 -4.90854 -1.662 -0.071 1.198
N 6.51802 0.11448 -5.51325 0.749 -0.306 -1.642
C 6.69597 0.44612 -6.84775 -0.469 0.444 1.950
C 5.82629 1.28108 -7.46886 -0.371 -0.252 0.430
C 4.66396 1.69232 -6.79677 0.953 -0.225 0.594
C 4.54980 1.36372 -5.44466 -0.761 -0.415 -0.023
C 5.46667 0.53379 -4.81421 0.572 0.730 -0.666
C 3.71258 2.52385 -7.54228 1.154 -2.306 -1.707
C 3.54193 2.27927 -8.91501 0.570 -0.301 0.169
C 2.74572 3.11836 -9.61230 -0.620 1.511 0.633
N 2.10781 4.16009 -8.98919 0.911 -0.013 0.595
C 2.27529 4.37819 -7.66324 -0.262 -0.722 -1.127
C 3.07329 3.52335 -6.94357 -0.828 1.267 0.941
C 1.28735 5.12551 -9.78470 0.209 -1.088 0.301
H 8.42014 -0.25656 -4.68811 0.652 0.110 -0.237
H 7.58758 -1.65620 -5.53694 0.601 -0.369 -0.500
H 7.06189 -1.14788 -3.97547 0.341 0.109 -0.207
H 7.57343 0.14286 -7.36302 0.731 -0.602 0.069
H 6.10716 1.60030 -8.45060 -0.234 0.133 -0.476
H 3.68528 1.59328 -4.83090 -0.039 0.322 -0.227
H 5.40268 0.22215 -3.77924 -0.094 0.212 -0.239
H 4.08015 1.49970 -9.45539 -0.271 0.139 0.267
H 2.64296 3.09936 -10.66393 -0.209 -0.252 -0.917
H 1.73306 5.17828 -7.22414 -0.121 0.663 0.101
H 3.26938 3.58073 -5.90073 -0.382 0.891 0.762
H 1.79001 6.10638 -9.82042 -0.332 -0.534 -0.169
H 0.34009 5.13095 -9.25144 -0.142 0.537 -0.187
H 1.15692 4.61087 -10.74386 -0.018 0.797 0.012
C 3.22916 -6.68785 -2.36158 -1.030 -0.673 0.322
N 1.97291 -5.86309 -2.42310 1.100 -1.118 0.956
C 1.09185 -5.84360 -1.38923 0.329 0.322 -0.077
C -0.07622 -5.13422 -1.46251 -0.395 -0.054 0.349
C -0.39673 -4.45178 -2.62534 0.375 0.771 -1.242
C 0.60076 -4.43247 -3.61666 -0.561 0.089 0.359
C 1.79823 -5.13510 -3.50661 -3.422 0.696 0.894
C -1.70107 -3.69053 -2.78047 0.817 0.527 -0.348
C -2.36034 -3.16871 -1.67206 0.204 -1.314 0.528
C -3.57986 -2.60345 -1.77505 -1.283 1.358 -0.029
N -4.15962 -2.35375 -2.94881 -0.897 -0.061 -0.636
C -3.54425 -2.75516 -4.04617 1.729 0.419 -0.857
C -2.26799 -3.34013 -4.00841 -1.108 -0.576 0.126
C -5.49401 -1.64016 -3.07099 0.789 0.204 0.658
H 3.11055 -7.59206 -2.97574 0.014 0.558 -0.152
H 3.39747 -7.04999 -1.35443 -0.035 0.348 0.236
H 4.00882 -6.03937 -2.67944 0.832 0.255 -0.304
H 1.35949 -6.30926 -0.45138 0.291 -0.312 -0.350
H -0.72858 -5.11444 -0.59532 0.057 -0.180 -0.067
H 0.53073 -3.83663 -4.50184 -0.354 0.264 -0.354
H 2.43397 -5.03737 -4.32134 1.734 -0.492 -0.798
H -2.05159 -3.34123 -0.66750 0.525 -0.059 0.587
H -4.16561 -2.20281 -0.98124 0.131 -0.073 0.991
H -3.97637 -2.44565 -4.98125 -0.240 -0.224 -0.227
H -1.85814 -3.62101 -4.96086 0.277 -0.131 -0.139
H -5.37780 -0.82887 -3.79157 -0.069 -0.303 -0.121
H -5.67980 -1.14852 -2.10984 -0.060 -0.304 -0.173
H -6.27737 -2.35473 -3.31757 0.145 0.054 -0.059
C 4.17953 -8.12240 3.21800 0.061 -0.574 1.115
N 2.84014 -7.80801 3.85778 1.620 -0.519 0.167
C 2.14216 -6.77132 3.40957 0.040 -0.186 -0.122
C 0.97641 -6.39921 4.07120 -0.180 0.340 -0.452
C 0.51349 -7.12681 5.13537 1.606 -0.987 0.822
C 1.32210 -8.21181 5.58234 -1.331 0.064 0.490
C 2.48172 -8.53880 4.94622 -1.032 0.438 -0.872
C -0.71924 -6.77498 5.85460 -0.442 -0.290 0.669
C -1.82221 -6.33684 5.15389 -0.033 -0.334 -0.213
C -3.01525 -6.13989 5.80379 0.075 -0.371 0.680
N -3.08745 -6.29890 7.15198 0.117 0.516 -0.150
C -2.01251 -6.63468 7.87943 0.291 -0.028 -0.785
C -0.82811 -6.93593 7.24133 0.560 0.471 -0.417
C -4.35612 -6.03410 7.87551 -0.826 -0.809 -0.994
H 4.57742 -7.24700 2.72593 -0.098 0.232 -0.150
H 4.06055 -8.95807 2.54187 -0.119 -0.068 -0.257
H 4.88263 -8.44551 4.02130 -0.617 0.353 -0.564
H 2.58764 -6.28995 2.53510 -0.712 -0.101 0.473
H 0.40134 -5.54111 3.77825 0.055 0.295 -0.558
H 0.94947 -8.84316 6.39429 0.348 0.137 -0.266
H 3.00585 -9.44751 5.15792 0.611 -0.089 0.192
H -1.73070 -6.25310 4.08934 -0.429 0.168 -0.271
H -3.92350 -5.92393 5.27001 -0.131 0.213 0.011
H -2.19517 -6.59285 8.92783 0.326 -0.362 0.675
H 0.10018 -7.17528 7.73296 -0.272 -0.218 0.725
H -4.24993 -5.60157 8.86983 0.416 0.206 -0.326
H -4.88836 -6.99140 7.99259 0.197 0.282 -0.042
H -4.92153 -5.42113 7.17258 -0.221 0.152 0.597
C -2.75768 9.66557 -6.04546 0.812 0.197 0.269
N -2.94413 8.39359 -6.79902 -0.360 0.291 0.675
C -2.81156 8.35245 -8.14148 0.014 -0.478 0.683
C -3.11335 7.16452 -8.78116 -0.331 0.593 -0.557
C -3.54546 6.06561 -8.09054 0.369 0.543 1.407
C -3.61225 6.15024 -6.70367 -0.452 -1.522 0.178
C -3.36464 7.30456 -6.08103 1.381 1.855 0.284
C -3.97663 4.85350 -8.73104 -0.467 -0.311 -0.887
C -4.74694 3.95948 -8.04109 -0.989 -1.332 1.796
C -5.26665 2.82363 -8.62093 0.441 0.518 -2.100
N -5.04074 2.64725 -9.96508 -0.075 0.390 0.313
C -4.32529 3.52840 -10.70108 0.590 0.282 1.452
C -3.75497 4.63970 -10.06817 -0.180 -1.029 -1.205
C -5.70016 1.54440 -10.72060 0.813 0.600 0.476
H -1.70446 9.93904 -5.95998 0.081 -0.303 -0.353
H -3.10645 9.60867 -5.00967 -0.329 -0.343 -0.479
H -3.25278 10.45785 -6.57077 -0.420 0.342 -0.192
H -2.46301 9.22413 -8.69453 -0.224 -0.005 0.425
H -3.17571 7.13685 -9.84905 0.375 0.343 -0.413
H -3.87975 5.29406 -6.08375 0.078 0.294 -0.200
H -3.33698 7.40940 -4.99607 -0.266 0.104 -0.423
H -4.95877 4.08733 -6.97336 -0.046 -0.132 -0.672
H -5.89796 2.08942 -8.14772 0.064 0.003 0.285
H -4.15013 3.26472 -11.73282 -0.165 0.172 -0.118
H -3.13209 5.32313 -10.61482 0.000 -0.077 -0.448
H -6.59845 1.97899 -11.11031 -0.510 -0.144 -0.543
H -5.91381 0.75667 -10.03178 -0.200 -0.549 0.283
H -4.98452 1.22407 -11.47186 -0.346 -0.151 -0.186
C -1.58771 3.48583 -4.72913 -0.869 0.081 -1.269
N -1.24178 2.33705 -3.92822 0.327 -1.210 1.169
C -2.17711 1.85920 -3.03038 2.772 0.845 -1.518
C -1.78606 0.87382 -2.16264 -0.866 0.185 0.032
C -0.50620 0.33402 -2.22660 -0.301 0.390 0.804
C 0.39761 0.79209 -3.17516 -0.460 -0.265 -0.280
C 0.01990 1.80098 -4.02141 -1.934 0.450 0.244
C -0.04168 -0.54450 -1.11733 -1.082 0.637 -0.886
C -0.80139 -0.65829 0.03907 -0.195 0.489 -0.890
C -0.28814 -1.36686 1.06851 -0.228 -0.054 0.871
N 0.91570 -1.94291 0.94634 -0.067 -0.325 0.820
C 1.67829 -1.84113 -0.14130 -0.192 0.241 -0.296
C 1.16783 -1.13699 -1.21302 1.965 -0.764 0.382
C 1.37416 -2.64142 2.13073 0.837 0.234 0.765
H -0.82807 3.73852 -5.42088 0.800 -0.246 -0.296
H -1.77310 4.36687 -4.15632 -0.063 0.410 0.820
H -2.47627 3.31383 -5.32436 -0.076 -0.411 0.275
H -3.08302 2.40508 -3.08453 -0.880 -0.022 0.362
H -2.52964 0.61217 -1.41616 0.203 -0.218 -0.123
H 1.36309 0.33613 -3.21630 0.482 0.248 -0.242
H 0.60937 2.27329 -4.77650 0.527 0.062 -0.180
H -1.75346 -0.15620 0.08340 0.439 -0.380 0.254
H -0.76393 -1.44809 2.04938 0.121 -0.171 -0.708
H 2.69314 -2.22957 -0.12670 -0.262 -0.263 0.046
H 1.86840 -1.04075 -2.02070 -0.214 0.020 -0.314
H 0.56826 -2.86248 2.81662 -0.252 0.131 -0.088
H 2.16003 -2.06467 2.61689 -0.318 0.185 0.174
H 1.87319 -3.52926 1.85623 -0.054 -0.927 -0.423
C -12.43728 -3.36274 4.36831 1.004 -0.315 0.903
N -11.00411 -2.78746 4.46687 -2.074 -1.411 0.308
C -10.81450 -1.53114 4.11934 1.678 1.125 0.009
C -9.52011 -0.98362 4.22197 -1.508 0.661 -0.933
C -8.47626 -1.77953 4.57012 1.065 1.357 -0.410
C -8.74726 -3.06121 4.92508 0.497 -1.677 0.898
C -10.00943 -3.58177 4.90571 -0.335 0.129 0.299
C -7.06640 -1.24617 4.57048 -1.247 0.923 1.732
C -6.74452 -0.05996 5.30275 -0.806 -1.349 -1.014
C -5.43612 0.23063 5.48294 0.931 0.291 -0.014
N -4.44729 -0.52006 4.91109 -0.900 0.765 0.045
C -4.78646 -1.53513 4.11398 2.416 -0.120 -0.385
C -6.06696 -1.96132 3.99684 -0.630 -0.770 -0.695
C -3.06611 -0.01911 5.02913 0.525 -0.476 0.424
H -12.60221 -3.55745 3.31636 -0.283 -0.152 0.007
H -13.14541 -2.67525 4.81372 0.051 0.470 -0.285
H -12.49902 -4.25844 5.01737 0.277 0.307 -0.739
H -11.64025 -0.95368 3.74090 -0.289 -0.019 0.085
H -9.32674 0.03856 3.92806 -0.361 0.101 -0.018
H -7.95575 -3.64065 5.34955 0.289 -0.569 -0.009
H -10.26388 -4.57335 5.30399 0.057 0.524 -0.452
H -7.53697 0.56578 5.67406 0.042 0.132 0.381
H -5.10056 1.08051 6.06397 -0.064 -0.056 -0.019
H -3.97043 -1.98931 3.53938 -0.249 0.057 0.401
H -6.31151 -2.82125 3.38787 0.248 -0.065 -0.010
H -2.95383 0.40275 6.03136 -0.087 0.057 -0.215
H -2.81332 0.69887 4.24836 -0.443 -0.084 0.078
H -2.36416 -0.85121 4.94230 -0.235 -0.051 -0.110
C 1.55812 4.94379 0.23347 0.287 1.135 -1.171
C 1.24743 5.30754 -1.26753 -0.791 -0.356 -0.509
C 0.78595 6.73592 -1.55050 0.767 -0.006 0.938
C 1.94746 7.72146 -1.45825 0.103 -0.582 -0.824
C 3.04946 7.38507 -2.48020 -0.568 1.436 0.281
C 3.56616 5.97824 -2.40674 0.208 -0.076 0.482
N 2.42291 5.01727 -2.31012 -0.676 3.910 4.208
O 2.36845 4.05473 -2.89508 0.166 -3.819 -2.693
C 4.33710 5.73293 -1.04061 0.596 0.864 -2.171
C 4.24353 5.68746 -3.72628 2.014 -0.559 -0.064
C 0.12904 4.39430 -1.74795 0.555 -0.234 0.228
H 2.19724 4.07795 0.20815 0.274 -0.293 0.457
H 0.58946 4.71055 0.65249 -0.245 -0.257 0.125
H 1.95640 5.77442 0.84535 0.063 -0.419 -0.559
H 0.00817 6.94611 -0.79412 0.231 0.086 -0.385
H 0.34019 6.77032 -2.54324 -0.060 0.081 -0.023
H 2.37510 7.77679 -0.46368 -0.142 0.213 0.236
H 1.54734 8.65966 -1.77215 -0.061 0.982 0.283
H 3.89034 8.12187 -2.35098 -0.600 -0.936 -0.172
H 2.67005 7.51513 -3.49931 -0.126 0.275 0.136
H 5.20527 6.38851 -1.16791 -0.036 -0.070 0.270
H 4.68288 4.72904 -1.06795 0.264 -0.875 0.523
H 3.81716 6.01530 -0.13743 -0.206 -0.061 -0.117
H 5.12454 6.35401 -3.87986 -0.696 -0.316 0.331
H 3.57937 5.86107 -4.57227 -0.225 -0.018 0.158
H 4.64725 4.66105 -3.77992 -0.190 0.317 0.043
H 0.35905 3.35436 -1.61703 0.402 -0.608 -0.278
H -0.18970 4.62907 -2.75432 0.039 -0.003 -0.129
H -0.65951 4.53914 -1.05831 -1.184 0.541 0.513
C 2.75269 -3.91113 10.82238 0.409 0.614 -0.154
C 2.89760 -2.42548 10.45546 -0.095 -1.250 -1.543
N 3.19211 -2.29180 8.87200 0.179 1.171 0.514
C 4.66199 -2.73829 8.60734 -1.423 0.517 -0.091
C 2.20982 -3.04607 7.99373 0.662 -0.786 0.109
C 2.16825 -2.70967 6.49824 0.127 -0.507 0.570
C 3.11331 -0.79399 8.56306 0.960 0.311 -0.033
C 1.79607 -0.05147 8.87907 -0.089 -0.397 -1.405
O 1.76295 1.10788 8.04475 0.025 0.145 0.233
C 1.56148 2.31198 8.81637 0.106 0.196 0.233
H 2.69670 -3.91799 11.89659 -0.042 -0.291 0.541
H 3.64026 -4.46290 10.53397 0.160 -0.152 0.143
H 1.88379 -4.45519 10.43195 0.037 0.579 0.013
H 3.77724 -1.93724 10.89663 -0.363 -0.285 0.060
H 1.97800 -1.88633 10.72180 0.358 0.048 -0.490
H 4.83351 -3.76167 8.91689 -0.264 -0.096 0.115
H 5.26749 -2.06643 9.20007 0.318 0.046 -0.104
H 4.85182 -2.65264 7.53121 -0.001 0.153 0.351
H 1.24249 -2.92639 8.43436 -0.585 0.111 0.351
H 2.49495 -4.09926 8.09705 -0.144 0.178 0.088
H 1.50397 -3.43118 5.99931 -0.054 0.313 0.307
H 3.13510 -2.90942 6.05545 0.322 0.335 -0.268
H 1.81815 -1.70035 6.31482 0.012 0.112 -0.216
H 3.39822 -0.66945 7.49367 -0.471 -0.035 0.690
H 3.90106 -0.30352 9.13514 0.181 -0.212 0.040
H 1.65840 0.25935 9.92200 0.131 -0.519 -0.192
H 1.00111 -0.70977 8.50526 -0.367 0.158 0.616
H 2.45733 2.51223 9.42234 -0.358 0.044 -0.070
H 0.67033 2.23510 9.44625 0.176 -0.179 0.092
H 1.37227 3.16762 8.16494 0.287 -0.302 -0.253
B -3.39550 0.43423 1.46948 0.318 -0.972 1.570
F -4.38343 0.32701 2.41083 -1.813 0.423 0.297
F -2.31260 -0.21627 2.16752 0.503 0.419 -0.021
F -3.67922 -0.27744 0.33115 -0.425 -0.338 -0.970
F -3.07749 1.72819 1.20994 0.524 1.113 -0.476
B -2.10868 -4.02339 2.68901 0.283 1.604 0.528
F -1.45596 -3.27725 3.78424 -0.615 -0.087 -0.404
F -3.12812 -4.77465 3.18244 -0.911 -0.716 0.727
F -2.64804 -3.13467 1.75432 0.225 0.308 -0.145
F -1.10725 -4.77675 2.15130 0.898 -0.907 -0.797
B 0.27864 5.90294 -5.54986 2.011 0.589 0.395
F 1.37961 6.77605 -5.86793 -0.842 -0.923 -0.246
F -0.51141 5.56247 -6.62347 0.191 -0.509 -1.127
F 0.90922 4.70849 -4.95911 -0.249 0.657 -0.504
F -0.52042 6.52022 -4.65386 -0.853 0.480 1.458
B 3.93416 -4.43951 1.71786 1.411 -1.157 -1.140
F 2.90961 -5.01108 0.92606 -0.540 -0.047 -0.419
F 4.13940 -3.11952 1.36954 -0.170 0.970 -0.114
F 3.55337 -4.58489 3.02933 -0.352 0.678 1.652
F 5.09892 -5.15093 1.51224 0.248 -0.239 0.018
B 4.05918 -2.82176 -3.52868 -0.787 0.491 0.656
F 4.64749 -1.64470 -3.93316 0.209 0.784 -0.518
F 3.78726 -3.62184 -4.61149 0.233 -0.603 -0.565
F 4.84734 -3.37156 -2.55592 0.004 -0.796 0.356
F 2.75150 -2.48678 -2.95559 0.333 -0.198 -0.031
B 3.09880 1.49125 -0.92890 0.803 0.659 -0.143
F 1.78938 1.86948 -0.63471 -1.405 -0.599 0.140
F 3.78869 2.68622 -0.85890 0.937 0.573 0.188
F 3.56410 0.54577 -0.02463 0.237 -0.482 1.025
F 3.26649 0.92703 -2.16062 -0.370 -0.286 -1.513
B -4.61366 1.72457 -5.12009 0.184 0.622 1.294
F -3.51187 1.03044 -5.54324 1.308 -0.585 -0.903
F -4.77487 1.37312 -3.77286 -0.393 -0.195 0.942
F -4.38446 3.11715 -5.18795 0.309 0.781 0.128
F -5.71623 1.48163 -5.81537 -1.836 -0.862 -1.494
```
Positions in Å, forces in eV/Å.

Charge: +9
HOMO-LUMO gap (eV): 8.14
DFT total energy (a.u.): -7924.9058
HOMO (eV): -23.440
Strongest force on any atom (hartree/bohr): 0.1125
LUMO energy (eV): -15.30